# C3H9F2KNO8PS2

C3H9F2KNO8PS2 as an isolated structure at a distorted geometry (the ωB97M-V functional and the def2-TZVPD basis, OMol25).

Cartesian coordinates (Å):
K1 -2.810 -0.885 0.860
N1 -1.826 -3.576 0.481
S1 -0.350 -3.803 0.032
O1 0.237 -3.060 -1.082
O2 0.086 -5.228 0.326
F1 0.429 -3.034 1.209
S2 -2.523 -3.772 -1.034
O3 -1.967 -4.827 -1.929
O4 -3.197 -2.633 -1.572
F2 -3.777 -4.433 -0.310
C1 1.829 1.478 -1.960
O5 1.929 1.145 -0.580
P1 0.721 1.233 0.490
O6 -0.411 0.186 0.393
O7 0.291 2.804 0.371
C2 -1.078 3.041 0.178
O8 1.511 1.249 1.873
C3 2.392 2.344 2.239
H1 1.611 0.506 -2.402
H2 2.682 1.827 -2.542
H3 0.895 2.012 -2.138
H4 -1.734 3.313 1.005
H5 -1.595 2.280 -0.406
H6 -1.163 3.979 -0.372
H7 1.996 2.977 3.034
H8 2.487 3.039 1.404
H9 3.336 1.837 2.433

- DFT total energy (eV) = -73847.140
- molecular weight (g mol⁻¹) = 359.306
- E_HOMO (eV) = -9.43
- charge = 0
- relative energy (zero: lowest compared OMol25 entry of this formula, charge and spin) (kcal/mol) = 53.4
- 2S+1 = 1
- E_LUMO (eV) = -0.87

Results of the Löwdin charge analysis, in e, for atoms 1 through 2: number 1, K, carries 0.90; number 2, N, carries -0.34